DFT (ωB97M-V/def2-TZVPD) results for a molecular structure, C35H40N3S2SeSn.

Values from the calculation:
Highest occupied orbital energy: -10.04 eV
Max |F|: 0.018 Eh/bohr
Multiplicity: 1
Net charge: +1

```
82
Properties=species:S:1:pos:R:3:forces:R:3
Sn -0.344 -0.073 0.238 -0.41 0.68 0.42
C -3.012 3.086 -0.714 0.04 0.00 -0.01
C -1.528 3.002 -0.958 -0.06 0.08 -0.07
C -1.018 2.433 -2.122 0.01 0.12 -0.08
C 0.351 2.386 -2.353 -0.04 -0.02 -0.05
C 1.236 2.914 -1.424 -0.01 -0.01 0.02
C 0.739 3.489 -0.261 0.00 -0.02 0.01
C -0.629 3.525 -0.033 0.00 0.05 -0.01
H -3.402 4.048 -1.055 0.00 -0.01 0.01
H -3.242 2.999 0.349 0.00 -0.01 0.00
H -3.550 2.305 -1.251 0.01 0.00 0.01
H -1.701 2.046 -2.871 0.00 -0.04 0.05
H 0.726 1.950 -3.273 -0.02 0.02 0.01
H 2.301 2.905 -1.615 0.00 -0.02 0.01
H 1.416 3.926 0.462 0.00 -0.03 0.02
H -1.009 3.981 0.874 0.00 -0.01 -0.02
S 2.089 -0.905 0.088 0.22 -0.23 0.02
C 2.242 -1.709 -1.376 0.05 0.10 0.11
N 3.431 -1.803 -1.953 0.05 -0.17 -0.19
C 3.601 -2.473 -3.243 -0.01 0.09 0.02
C 2.662 -3.635 -3.343 -0.10 -0.01 -0.02
N 1.295 -3.176 -3.076 0.21 -0.07 -0.14
C 0.213 -3.868 -3.812 0.00 -0.15 0.12
C -0.131 -5.205 -3.195 0.02 0.02 0.05
C -1.300 -5.355 -2.456 0.00 0.00 0.01
C -1.611 -6.576 -1.873 0.02 0.00 0.00
C -0.752 -7.656 -2.021 0.00 0.03 -0.02
C 0.412 -7.517 -2.765 -0.01 0.02 0.02
C 0.718 -6.299 -3.352 -0.01 -0.02 -0.01
C 1.055 -2.341 -2.074 -0.26 0.00 0.00
S -0.510 -1.990 -1.599 0.17 -0.30 -0.04
C 4.661 -1.303 -1.343 0.04 0.09 0.04
C 5.405 -2.370 -0.563 -0.02 -0.03 -0.03
C 4.790 -3.530 -0.111 -0.03 0.00 0.04
C 5.515 -4.470 0.613 0.01 0.02 -0.01
C 6.854 -4.251 0.895 0.00 0.01 -0.01
C 7.469 -3.087 0.452 -0.02 0.00 0.00
C 6.749 -2.153 -0.275 0.01 0.00 -0.02
H 4.631 -2.818 -3.313 0.02 -0.02 0.04
H 3.415 -1.761 -4.051 0.05 0.06 0.02
H 2.937 -4.425 -2.641 -0.04 -0.01 0.02
H 2.696 -4.045 -4.349 -0.04 -0.01 -0.01
H 0.564 -3.988 -4.835 0.06 0.00 -0.02
H -0.658 -3.221 -3.824 0.00 0.06 -0.03
H -1.976 -4.515 -2.344 0.03 -0.03 -0.01
H -2.526 -6.683 -1.306 0.02 0.00 -0.02
H -0.997 -8.609 -1.571 0.01 0.01 0.00
H 1.077 -8.361 -2.898 -0.02 0.01 -0.01
H 1.615 -6.215 -3.959 -0.04 0.00 0.01
H 4.424 -0.459 -0.700 -0.07 0.03 -0.02
H 5.289 -0.932 -2.153 0.01 0.00 -0.03
H 3.736 -3.707 -0.296 0.05 0.00 -0.01
H 5.027 -5.372 0.960 0.00 0.01 0.00
H 7.418 -4.984 1.457 -0.01 0.02 -0.01
H 8.513 -2.905 0.672 -0.01 -0.01 -0.01
H 7.234 -1.247 -0.623 0.00 -0.04 0.01
C 1.175 -2.005 3.389 -0.06 0.03 -0.02
C -0.279 -2.147 2.929 -0.21 -0.05 0.19
C -0.390 -3.272 1.895 0.03 0.03 0.03
C -1.137 -2.506 4.151 0.05 -0.05 -0.03
C -0.830 -0.857 2.295 0.32 -0.30 -0.52
H 1.606 -2.989 3.587 -0.03 0.02 0.03
H 1.242 -1.417 4.305 0.00 0.00 -0.02
H 1.795 -1.520 2.634 0.05 -0.03 -0.02
H -0.209 -4.242 2.365 0.01 0.02 -0.03
H 0.345 -3.137 1.096 -0.03 -0.01 0.01
H -1.385 -3.294 1.443 0.01 -0.03 0.02
H -0.731 -3.382 4.662 -0.03 0.02 -0.01
H -2.165 -2.734 3.854 0.02 0.01 0.02
H -1.152 -1.680 4.866 -0.01 -0.02 0.00
H -1.920 -0.889 2.259 -0.07 0.00 0.08
Se -0.355 0.793 3.233 0.13 0.05 0.15
C -2.082 1.543 3.565 0.05 -0.07 -0.05
C -2.247 2.914 3.458 -0.01 0.06 0.03
C -3.490 3.454 3.757 -0.10 -0.07 0.04
N -4.537 2.726 4.142 0.09 -0.05 -0.03
C -4.359 1.410 4.247 0.00 0.13 -0.01
C -3.159 0.770 3.972 -0.07 -0.01 -0.03
H -1.426 3.554 3.158 -0.03 0.00 0.00
H -3.653 4.523 3.677 0.01 -0.01 0.01
H -5.216 0.836 4.581 0.01 0.01 -0.03
H -3.076 -0.304 4.085 0.00 0.03 0.04
```
Positions in Å, forces in eV/Å.

DFT (ωB97M-V/def2-TZVPD) results for 10 unconnected molecules or ions with the total composition C35H41BClF14O27.

Values from the calculation:
Highest occupied orbital energy: -5.29 eV
Max |F|: 0.019 Eh/bohr
Multiplicity: 1
Net charge: -1

```
119
Properties=species:S:1:pos:R:3:forces:R:3
C 3.833 -4.093 -0.679 0.23 0.44 0.01
C 3.699 -2.581 -0.848 -0.79 -0.52 -0.17
C 2.928 -2.105 -2.078 0.37 0.52 0.17
Cl 1.603 -3.311 -2.485 -0.31 -0.12 -0.10
B 2.372 -0.575 -1.962 -0.48 0.22 -0.03
C 1.188 -0.333 -0.833 0.16 0.28 -0.33
C -0.249 -0.584 -1.302 0.17 -0.26 0.06
C -1.155 -1.011 -0.148 -0.09 0.58 -0.24
C -2.409 -1.754 -0.463 0.14 -0.25 0.02
F -3.234 -1.056 -1.291 -0.10 0.04 -0.01
F -3.099 -1.960 0.700 -0.26 -0.06 0.13
C -2.198 -3.154 -1.083 -0.26 -0.36 -0.18
F -3.243 -3.982 -0.828 -0.16 0.24 0.00
F -2.077 -3.089 -2.405 0.14 0.04 0.02
F -1.133 -3.741 -0.559 0.26 -0.03 0.04
H 4.010 -4.574 -1.633 0.07 -0.22 -0.21
H 4.652 -4.320 -0.008 0.23 -0.14 0.17
H 2.933 -4.498 -0.238 -0.26 -0.23 -0.03
H 3.174 -2.198 0.021 0.16 0.25 0.38
H 4.681 -2.136 -0.912 0.24 0.36 0.09
H 3.601 -2.169 -2.923 0.04 -0.19 -0.39
H 1.934 -0.180 -3.057 0.03 -0.10 0.04
H 3.332 0.122 -1.667 -0.09 -0.11 0.01
H 1.358 -0.864 0.104 0.14 -0.24 0.15
H 1.237 0.725 -0.574 0.13 0.26 0.26
H -0.245 -1.305 -2.111 -0.08 -0.33 -0.10
H -0.629 0.342 -1.720 -0.24 0.17 -0.28
H -1.516 -0.117 0.355 0.00 0.18 0.33
H -0.598 -1.576 0.588 0.10 -0.29 0.12
C -2.004 3.818 0.613 -0.15 -0.08 0.17
C -2.770 2.921 -0.332 0.05 0.11 -0.01
O -2.010 3.033 -1.517 0.22 -0.20 -0.10
C -0.709 3.306 -1.163 -0.27 0.02 0.38
O 0.214 3.222 -1.890 0.12 0.19 -0.33
O -0.660 3.690 0.137 -0.13 -0.05 -0.13
F -4.028 3.386 -0.562 0.05 0.07 -0.10
H -2.334 4.849 0.498 -0.08 0.00 -0.02
H -2.082 3.529 1.656 0.23 -0.06 0.02
H -2.840 1.873 -0.037 -0.07 -0.02 -0.03
C -1.797 8.495 0.775 -0.08 0.07 0.20
C -0.725 9.005 1.722 0.03 -0.23 -0.07
O -0.804 8.085 2.802 0.13 -0.05 0.06
C -1.309 6.919 2.338 -0.03 -0.01 -0.21
O -1.285 5.880 2.917 -0.08 0.24 0.02
O -1.827 7.096 1.100 0.07 0.01 -0.02
F -0.964 10.254 2.173 -0.14 0.01 0.10
H -2.770 8.927 1.006 0.04 0.13 0.02
H -1.576 8.655 -0.274 0.08 -0.18 -0.02
H 0.287 8.966 1.320 0.03 0.13 -0.04
C 5.167 3.182 -3.266 -0.01 0.07 0.00
C 6.324 3.540 -2.352 -0.11 -0.12 0.02
O 6.286 2.513 -1.397 0.18 -0.18 -0.01
C 5.707 1.400 -1.982 -0.42 0.29 -0.12
O 5.709 0.317 -1.531 0.59 -0.10 0.16
O 5.131 1.766 -3.152 0.12 -0.05 -0.09
F 6.157 4.744 -1.737 -0.07 -0.03 0.03
H 4.234 3.605 -2.890 0.01 0.04 0.05
H 5.318 3.476 -4.301 0.03 -0.12 -0.03
H 7.301 3.544 -2.839 0.02 0.13 0.00
C -4.677 -5.334 2.196 0.14 -0.02 -0.13
C -3.383 -4.909 2.864 -0.09 0.04 -0.07
O -3.268 -5.854 3.912 0.19 -0.04 0.00
C -3.897 -6.990 3.524 0.01 -0.05 0.04
O -3.763 -8.044 4.053 -0.11 -0.03 0.03
O -4.680 -6.750 2.449 -0.05 0.17 -0.01
F -3.457 -3.668 3.388 -0.07 0.03 0.14
H -5.534 -4.866 2.681 0.02 0.01 0.09
H -4.698 -5.127 1.131 0.04 -0.20 -0.04
H -2.498 -4.974 2.231 0.01 0.10 -0.04
C 3.164 -8.951 -0.540 -0.01 0.06 0.09
C 4.650 -8.711 -0.722 -0.12 0.12 0.09
O 4.822 -7.434 -0.151 0.25 -0.07 0.20
C 3.851 -7.240 0.786 -0.22 -0.15 -0.47
O 3.843 -6.369 1.582 -0.03 -0.11 0.28
O 2.892 -8.199 0.651 0.07 0.02 -0.02
F 5.019 -8.678 -2.025 -0.04 0.07 -0.06
H 2.605 -8.530 -1.377 0.05 0.04 -0.04
H 2.904 -9.995 -0.404 -0.05 -0.01 0.21
H 5.291 -9.426 -0.203 0.04 -0.05 -0.07
C -0.763 4.615 5.987 0.06 0.03 -0.01
C 0.384 5.019 6.892 -0.14 -0.10 0.07
O 0.274 4.092 7.953 0.24 -0.09 -0.03
C -0.325 2.961 7.473 -0.10 0.18 -0.04
O -0.357 1.924 8.039 -0.03 -0.02 0.05
O -0.866 3.212 6.260 -0.02 0.03 -0.08
F 0.249 6.277 7.382 -0.08 -0.01 0.04
H -1.687 5.111 6.290 0.03 0.07 0.06
H -0.578 4.802 4.936 0.00 -0.19 -0.07
H 1.372 4.929 6.440 0.03 0.10 -0.01
C 0.801 -8.079 4.519 -0.02 -0.01 -0.01
C -0.380 -8.549 3.690 0.25 -0.11 0.10
O 0.243 -9.439 2.774 -0.29 -0.15 0.12
C 1.365 -9.933 3.357 0.21 0.11 -0.28
O 1.988 -10.858 2.950 -0.07 0.04 0.02
O 1.676 -9.214 4.454 -0.03 0.10 0.18
F -0.964 -7.538 3.018 0.04 0.15 -0.28
H 1.283 -7.222 4.047 -0.04 0.02 -0.06
H 0.552 -7.850 5.550 0.05 -0.13 0.05
H -1.151 -9.085 4.244 -0.09 0.07 -0.02
C -3.417 5.976 -3.360 -0.09 -0.05 0.04
C -1.993 6.484 -3.408 -0.14 0.02 0.00
O -2.165 7.867 -3.142 0.25 0.02 0.15
C -3.293 8.019 -2.398 0.14 -0.04 -0.12
O -3.542 9.011 -1.791 -0.23 -0.10 -0.01
O -4.027 6.891 -2.425 0.09 0.05 -0.10
F -1.420 6.322 -4.618 -0.04 0.09 -0.10
H -3.895 6.066 -4.335 0.05 0.06 -0.03
H -3.501 4.959 -3.004 -0.09 -0.10 0.22
H -1.329 6.063 -2.652 0.08 -0.10 -0.04
C -1.736 2.279 -5.501 -0.09 -0.04 0.08
C -3.201 2.675 -5.466 0.22 0.03 0.01
O -3.188 3.941 -6.101 -0.12 -0.09 -0.15
C -2.116 3.973 -6.956 0.03 -0.11 0.23
O -1.965 4.780 -7.806 0.01 0.12 -0.04
O -1.289 2.944 -6.690 0.02 0.01 -0.03
F -3.677 2.817 -4.203 0.02 0.09 0.00
H -1.206 2.677 -4.635 -0.01 0.00 0.08
H -1.566 1.210 -5.575 0.05 0.01 -0.13
H -3.871 2.009 -6.013 -0.05 -0.04 0.08
```
Positions in Å, forces in eV/Å.

DFT (ωB97M-V/def2-TZVPD) results for 8 unconnected molecules or ions with the total composition C35H41Cl2F7NO23S in a non-equilibrium geometry.

Values from the calculation:
Highest occupied orbital energy: -11.60 eV
Max |F|: 0.118 Eh/bohr
Multiplicity: 1
Net charge: +1

```
110
Properties=species:S:1:pos:R:3:forces:R:3
C 4.888 6.085 2.328 0.23 -1.41 -0.12
C 3.449 5.752 1.675 0.41 0.85 -0.48
C 2.377 5.141 2.721 0.81 0.03 -0.05
C 1.986 3.595 2.367 -0.95 2.02 0.46
C 1.015 2.923 3.453 -0.88 0.38 -0.23
N 3.283 2.877 2.156 3.03 -2.34 -1.46
C 3.439 2.198 0.873 3.27 -0.48 1.51
C 4.747 1.446 0.518 -0.28 1.95 3.52
C 5.908 1.444 1.573 -4.06 2.39 0.70
S 7.493 0.580 1.163 1.55 -5.48 -2.09
C 8.692 1.902 0.597 0.17 1.32 0.06
O 8.040 -0.293 2.256 -1.42 3.41 -1.69
O 7.191 -0.298 -0.045 0.12 3.41 2.69
C 5.713 2.194 2.940 -1.80 -0.33 -2.46
C 6.925 2.213 3.967 -0.78 -1.46 0.99
Cl 7.974 3.739 3.916 -1.58 -1.83 -0.06
C 7.255 1.187 4.886 0.13 2.56 -1.41
C 8.557 1.394 5.802 0.11 -1.37 -0.28
Cl 6.199 -0.308 4.992 1.63 2.26 -0.10
C 4.351 2.890 3.153 1.32 -1.48 -1.58
H 5.569 5.167 2.133 -0.90 1.52 0.37
H 5.394 6.971 1.820 -0.81 -1.10 0.93
H 4.838 6.177 3.476 0.04 0.29 -1.83
H 3.652 5.055 0.777 -0.56 0.99 1.39
H 3.076 6.744 1.209 0.26 -1.74 0.87
H 1.461 5.825 2.760 1.10 -1.32 -0.03
H 2.890 5.186 3.756 -1.09 -0.17 -1.48
H 1.434 3.653 1.357 1.14 -0.47 1.48
H 0.987 3.517 4.445 0.38 -1.12 -1.57
H 1.196 1.807 3.627 0.01 1.64 -0.21
H -0.059 3.012 3.028 1.74 -0.13 0.66
H 2.581 2.245 0.112 1.49 0.02 1.58
H 4.818 0.953 -0.506 0.09 0.62 1.72
H 8.121 2.697 -0.005 0.64 -1.35 0.86
H 9.498 1.448 -0.086 -1.48 0.19 1.20
H 9.184 2.451 1.483 -0.92 -1.16 -1.16
H 8.373 2.110 6.677 0.02 -1.22 -1.27
H 8.890 0.344 6.154 -0.69 1.84 -0.26
H 9.460 1.803 5.209 -1.78 -0.59 0.65
H 4.145 3.454 4.135 0.26 -1.05 -1.88
C -1.581 0.300 1.298 -0.86 -0.53 0.52
C -1.463 1.259 0.159 -0.88 0.72 -0.14
O -0.072 1.519 0.096 0.44 -0.75 0.11
C 0.526 0.389 0.564 0.78 -0.63 0.16
O 1.690 0.132 0.410 -0.91 0.24 0.26
O -0.353 -0.416 1.218 0.82 0.53 -0.57
F -2.104 2.417 0.432 0.14 0.08 -0.10
H -1.646 0.801 2.268 0.00 0.15 -0.17
H -2.435 -0.370 1.192 0.23 -0.06 -0.02
H -1.807 0.862 -0.801 -0.03 0.20 0.04
C -7.156 2.744 1.700 -0.95 0.45 0.02
C -5.855 2.661 2.432 0.03 -0.33 0.69
O -5.090 1.781 1.632 -0.16 0.48 -0.37
C -5.556 1.950 0.361 0.30 -0.45 -1.56
O -4.979 1.579 -0.620 -0.38 0.20 0.93
O -6.752 2.599 0.345 0.80 -0.31 0.10
F -6.018 2.100 3.654 0.17 0.07 0.13
H -7.841 1.933 1.963 0.22 -0.01 0.15
H -7.663 3.696 1.858 0.08 -0.07 -0.23
H -5.332 3.617 2.530 0.01 -0.11 0.15
C 10.900 4.812 2.601 -0.31 -0.35 0.80
C 11.072 4.723 1.118 -0.15 0.50 -0.49
O 12.144 5.603 0.863 -0.11 -0.63 0.45
C 12.903 5.589 1.996 1.93 0.81 0.36
O 14.023 5.997 2.059 -1.20 -0.39 -0.05
O 12.226 5.043 3.048 0.07 0.08 -0.55
F 9.972 5.183 0.471 -0.19 -0.15 -0.21
H 10.263 5.650 2.902 -0.03 0.00 -0.27
H 10.496 3.894 3.029 0.28 0.07 0.07
H 11.324 3.722 0.753 -0.11 0.07 -0.13
C 3.026 -3.784 -0.751 0.84 -0.14 0.57
C 1.924 -2.830 -1.081 0.07 0.59 -0.36
O 1.148 -3.543 -2.022 0.06 -0.36 0.58
C 1.320 -4.859 -1.708 -0.62 -1.46 -0.48
O 0.617 -5.741 -2.107 0.56 0.82 0.33
O 2.384 -5.045 -0.878 -0.64 0.22 -0.40
F 2.408 -1.716 -1.680 -0.08 0.20 -0.03
H 3.859 -3.727 -1.458 -0.17 0.19 -0.05
H 3.414 -3.640 0.259 -0.12 -0.21 -0.06
H 1.300 -2.551 -0.226 0.05 0.16 -0.11
C -2.761 -5.327 -2.138 0.79 -0.59 -0.49
C -3.380 -5.140 -0.790 0.30 0.21 0.47
O -4.356 -4.144 -1.019 -0.14 -0.46 -0.46
C -4.734 -4.299 -2.319 -0.98 0.52 -0.96
O -5.724 -3.819 -2.794 0.95 -0.33 0.47
O -3.853 -5.072 -3.012 -0.65 0.45 0.53
F -2.476 -4.661 0.099 0.00 0.01 0.24
H -1.961 -4.609 -2.338 -0.05 -0.03 0.22
H -2.371 -6.335 -2.281 -0.13 0.13 -0.15
H -3.858 -6.037 -0.386 0.10 0.12 0.15
C -8.338 -4.363 -4.199 0.79 -0.04 0.65
C -9.438 -3.408 -4.533 0.15 0.59 -0.40
O -10.214 -4.125 -5.473 0.02 -0.52 0.56
C -10.045 -5.439 -5.155 -0.52 -1.20 -0.40
O -10.750 -6.322 -5.554 0.71 0.79 0.36
O -8.983 -5.625 -4.324 -0.78 0.12 -0.48
F -8.952 -2.297 -5.134 -0.13 0.17 0.04
H -7.505 -4.311 -4.904 -0.16 0.19 0.00
H -7.953 -4.218 -3.190 -0.09 -0.21 -0.15
H -10.063 -3.125 -3.681 0.02 0.15 -0.13
C -13.278 -6.795 -7.021 1.06 -0.24 -0.06
C -14.408 -6.741 -6.044 -0.12 0.56 0.30
O -15.548 -6.638 -6.873 0.38 -0.54 -0.14
C -15.212 -7.271 -8.033 -0.83 -0.47 -1.43
O -16.002 -7.620 -8.861 0.70 0.38 0.75
O -13.866 -7.465 -8.129 -0.84 0.08 0.17
F -14.334 -5.628 -5.274 -0.09 0.01 0.24
H -12.943 -5.803 -7.333 -0.15 0.01 0.22
H -12.423 -7.349 -6.637 -0.18 0.00 -0.25
H -14.496 -7.626 -5.407 -0.04 0.17 0.10
```
Positions in Å, forces in eV/Å.

What is the max |F| in the second record?
0.019 Eh/bohr